[1]
Computed, not measured: a cluster of 5 separate species, C27H65N7O4Si in total at a distorted geometry, with wB97M-V/def2-TZVPD.

Positions of all 104 atoms, in Å:
C (-1.179, -1.563, 0.123)
C (0.281, -0.992, 0.666)
C (1.498, -1.673, -0.223)
N (2.531, -2.410, 0.601)
Si (1.861, -3.997, 1.233)
N (1.446, -5.080, -0.143)
C (2.581, -6.001, -0.535)
C (3.978, -5.248, -0.947)
C (3.776, -4.016, -2.050)
C (3.197, -4.685, 2.439)
C (3.321, -6.265, 2.937)
C (4.548, -6.611, 3.966)
N (5.565, -5.671, 4.547)
C (5.416, -4.243, 4.104)
C (4.321, -3.617, 3.059)
H (-1.611, -2.349, 0.906)
H (-1.087, -2.055, -0.961)
H (-1.893, -0.643, -0.004)
H (0.358, -1.247, 1.825)
H (0.332, 0.194, 0.578)
H (1.071, -2.353, -1.076)
H (2.041, -0.765, -0.774)
H (2.684, -1.803, 1.459)
H (0.693, -3.638, 2.063)
H (1.028, -4.576, -0.955)
H (2.214, -6.579, -1.512)
H (2.838, -6.834, 0.248)
H (4.638, -6.059, -1.522)
H (4.646, -4.919, -0.021)
H (2.640, -3.906, -2.360)
H (4.178, -3.042, -1.490)
H (4.482, -4.202, -2.993)
H (2.555, -7.065, 2.502)
H (4.646, -7.758, 4.286)
H (6.198, -3.464, 4.562)
H (4.321, -2.456, 2.802)
C (-2.287, 5.070, -0.602)
C (-1.646, 3.873, 0.099)
C (-1.410, 2.661, -0.831)
O (-2.591, 1.920, -1.153)
C (-3.397, 2.511, -2.161)
N (-2.466, 3.505, 1.263)
H (-3.364, 4.948, -0.751)
H (-2.156, 5.976, 0.004)
H (-1.823, 5.251, -1.575)
H (-0.665, 4.201, 0.462)
H (-0.756, 1.955, -0.304)
H (-0.876, 2.951, -1.744)
H (-2.799, 3.015, -2.926)
H (-4.106, 3.206, -1.708)
H (-3.979, 1.720, -2.641)
H (-1.978, 2.780, 1.790)
H (-3.302, 3.029, 0.911)
C (8.465, -0.941, -5.004)
C (7.306, -1.066, -4.015)
C (7.456, -2.245, -3.027)
O (7.192, -3.532, -3.594)
C (8.261, -4.065, -4.361)
N (6.044, -1.149, -4.764)
H (8.402, -1.662, -5.824)
H (8.462, 0.056, -5.464)
H (9.427, -1.073, -4.502)
H (7.291, -0.144, -3.421)
H (6.708, -2.116, -2.234)
H (8.434, -2.235, -2.532)
H (9.238, -3.800, -3.948)
H (8.178, -3.729, -5.396)
H (8.169, -5.154, -4.365)
H (5.268, -1.120, -4.103)
H (5.987, -2.091, -5.165)
C (-5.887, -2.772, 1.575)
C (-4.995, -1.652, 1.041)
C (-4.140, -0.965, 2.130)
O (-4.866, -0.067, 2.976)
C (-5.620, -0.704, 3.996)
N (-5.827, -0.680, 0.318)
H (-6.787, -2.397, 2.072)
H (-6.230, -3.408, 0.748)
H (-5.344, -3.407, 2.279)
H (-4.302, -2.109, 0.324)
H (-3.387, -0.347, 1.626)
H (-3.586, -1.697, 2.730)
H (-5.117, -1.594, 4.386)
H (-6.613, -0.957, 3.621)
H (-5.753, 0.006, 4.816)
H (-5.217, 0.004, -0.130)
H (-6.335, -0.131, 1.018)
C (-6.842, 8.250, 1.833)
C (-5.399, 8.394, 2.316)
C (-4.431, 8.923, 1.233)
O (-4.069, 7.959, 0.239)
C (-5.051, 7.755, -0.766)
N (-4.946, 7.106, 2.860)
H (-7.000, 7.354, 1.227)
H (-7.521, 8.169, 2.693)
H (-7.151, 9.121, 1.248)
H (-5.406, 9.127, 3.132)
H (-3.492, 9.200, 1.728)
H (-4.812, 9.837, 0.762)
H (-5.583, 8.678, -1.016)
H (-5.751, 6.981, -0.448)
H (-4.549, 7.390, -1.665)
H (-4.025, 7.234, 3.280)
H (-4.766, 6.485, 2.065)

Calculated values
E_LUMO, eV: -0.3
Frontier orbital gap, eV: 8.5860
Structure (SMILES): CCCN[SiH](NCCC)c1ccncc1.COC[C@@H](C)N.COC[C@@H](C)N.COC[C@@H](C)N.COC[C@@H](C)N

***

[2]
Computed, not measured: a structure of composition C27H68B3ClNO15P at a distorted geometry, with wB97M-V/def2-TZVPD.

Positions of all 116 atoms, in Å:
N (1.759, -3.114, 1.353)
C (1.166, -3.638, 0.516)
O (0.496, -4.228, -0.422)
B (-0.535, -3.441, -0.991)
O (-1.826, -3.863, -0.791)
B (-2.666, -2.760, -0.595)
C (-3.615, -2.634, 0.656)
C (-4.978, -3.225, 0.430)
O (-5.467, -4.068, 1.101)
Cl (-5.859, -2.562, -0.958)
O (-2.527, -1.735, -1.527)
B (-1.200, -1.311, -1.502)
P (-0.733, 0.549, -1.150)
O (-2.240, 1.149, -0.869)
O (-0.176, 0.418, 0.400)
O (-0.240, -2.313, -1.710)
H (-3.184, -3.151, 1.514)
H (-3.715, -1.580, 0.926)
H (-2.412, 1.886, -1.467)
H (-0.680, 1.045, 0.938)
C (-1.967, 4.468, 3.460)
C (-2.257, 4.506, 1.971)
C (-3.750, 4.561, 1.695)
O (-1.669, 3.367, 1.321)
H (-2.409, 3.580, 3.922)
H (-0.892, 4.429, 3.644)
H (-2.372, 5.353, 3.952)
H (-1.780, 5.376, 1.530)
H (-4.248, 3.672, 2.095)
H (-3.941, 4.590, 0.622)
H (-4.196, 5.443, 2.155)
H (-2.079, 2.579, 1.695)
C (2.344, 5.607, -0.022)
C (1.809, 6.265, 1.239)
C (2.475, 5.707, 2.488)
O (0.392, 6.099, 1.326)
H (2.140, 4.532, -0.006)
H (1.858, 6.018, -0.907)
H (3.418, 5.754, -0.125)
H (1.977, 7.342, 1.188)
H (2.276, 4.635, 2.576)
H (2.080, 6.190, 3.383)
H (3.555, 5.854, 2.460)
H (0.218, 5.150, 1.368)
C (-2.083, 9.771, 4.900)
C (-2.025, 8.718, 3.804)
C (-1.669, 9.324, 2.456)
O (-3.272, 8.025, 3.720)
H (-2.854, 10.513, 4.673)
H (-2.337, 9.314, 5.857)
H (-1.128, 10.288, 5.003)
H (-1.284, 7.960, 4.064)
H (-2.427, 10.054, 2.155)
H (-1.629, 8.550, 1.689)
H (-0.702, 9.828, 2.491)
H (-3.953, 8.668, 3.491)
C (6.526, -3.646, 0.806)
C (5.837, -4.803, 0.097)
C (5.461, -4.434, -1.331)
O (4.682, -5.212, 0.827)
H (5.855, -2.784, 0.863)
H (6.790, -3.926, 1.826)
H (7.433, -3.342, 0.280)
H (6.500, -5.670, 0.087)
H (4.761, -3.593, -1.334)
H (4.972, -5.271, -1.829)
H (6.340, -4.150, -1.911)
H (4.070, -4.467, 0.852)
C (1.248, -8.139, 0.558)
C (2.071, -8.479, -0.675)
C (3.233, -7.516, -0.848)
O (1.241, -8.478, -1.839)
H (0.823, -7.135, 0.464)
H (0.418, -8.838, 0.671)
H (1.857, -8.169, 1.462)
H (2.450, -9.499, -0.589)
H (2.865, -6.495, -0.978)
H (3.809, -7.772, -1.739)
H (3.895, -7.527, 0.016)
H (0.893, -7.586, -1.946)
C (3.472, 7.100, -4.983)
C (3.668, 7.505, -3.530)
C (4.698, 8.616, -3.392)
O (4.047, 6.375, -2.745)
H (4.408, 6.719, -5.400)
H (2.729, 6.305, -5.061)
H (3.145, 7.945, -5.590)
H (2.715, 7.840, -3.115)
H (5.670, 8.280, -3.762)
H (4.822, 8.894, -2.345)
H (4.404, 9.502, -3.956)
H (4.888, 6.050, -3.084)
C (-6.225, -8.313, 2.191)
C (-5.935, -7.511, 3.451)
C (-7.217, -7.103, 4.161)
O (-5.154, -6.361, 3.137)
H (-6.804, -7.711, 1.484)
H (-5.296, -8.598, 1.697)
H (-6.792, -9.217, 2.417)
H (-5.320, -8.107, 4.126)
H (-7.825, -6.467, 3.511)
H (-6.990, -6.532, 5.061)
H (-7.811, -7.975, 4.441)
H (-5.665, -5.805, 2.536)
C (0.828, -2.844, -6.179)
C (0.929, -4.270, -5.660)
C (-0.398, -5.005, -5.777)
O (1.379, -4.273, -4.305)
H (0.097, -2.278, -5.594)
H (1.787, -2.335, -6.088)
H (0.520, -2.824, -7.225)
H (1.693, -4.809, -6.222)
H (-1.165, -4.501, -5.181)
H (-0.305, -6.024, -5.401)
H (-0.740, -5.045, -6.812)
H (0.723, -3.800, -3.782)

Calculated values
E_LUMO, eV: -0.3
Frontier orbital gap, eV: 8.6684

***

[3]
Computed, not measured: a structure of composition C27H68InNO3P at a distorted geometry, with wB97M-V/def2-TZVPD.

Positions of all 101 atoms, in Å:
C (4.080, -0.489, 5.640)
C (4.565, 0.412, 4.358)
C (4.077, 1.985, 4.561)
O (2.873, 2.319, 3.772)
In (1.320, 2.514, 5.208)
P (-0.180, 0.428, 4.909)
N (0.107, -0.693, 6.042)
O (-1.865, 0.870, 4.989)
O (0.089, -0.296, 3.335)
H (5.002, -0.782, 6.299)
H (3.352, 0.147, 6.304)
H (3.487, -1.416, 5.217)
H (5.748, 0.454, 4.273)
H (4.084, -0.051, 3.394)
H (4.990, 2.666, 4.203)
H (3.836, 2.250, 5.676)
H (1.945, 2.400, 6.907)
H (0.441, 4.050, 4.907)
H (0.426, -1.587, 5.564)
H (-2.300, 0.579, 5.843)
H (-0.040, -1.295, 3.384)
C (-3.644, -3.358, -1.789)
C (-3.658, -1.845, -1.635)
C (-2.283, -1.257, -1.303)
C (-1.674, -1.718, 0.026)
C (-2.526, -1.445, 1.268)
C (-2.771, 0.035, 1.517)
H (-3.359, -3.856, -0.859)
H (-4.641, -3.717, -2.064)
H (-2.946, -3.664, -2.574)
H (-4.391, -1.559, -0.874)
H (-4.005, -1.404, -2.577)
H (-2.359, -0.164, -1.310)
H (-1.585, -1.514, -2.110)
H (-0.701, -1.225, 0.147)
H (-1.461, -2.792, -0.025)
H (-2.009, -1.863, 2.140)
H (-3.484, -1.970, 1.198)
H (-1.825, 0.574, 1.629)
H (-3.349, 0.170, 2.437)
H (-3.337, 0.494, 0.701)
C (-1.955, 3.734, -6.571)
C (-3.291, 3.065, -6.858)
C (-4.097, 2.755, -5.594)
C (-3.439, 1.771, -4.620)
C (-3.089, 0.402, -5.207)
C (-4.305, -0.377, -5.686)
H (-1.296, 3.085, -5.988)
H (-1.443, 3.968, -7.511)
H (-2.096, 4.669, -6.021)
H (-3.129, 2.155, -7.444)
H (-3.885, 3.736, -7.491)
H (-5.080, 2.372, -5.890)
H (-4.290, 3.693, -5.058)
H (-4.114, 1.629, -3.766)
H (-2.527, 2.220, -4.209)
H (-2.583, -0.187, -4.433)
H (-2.374, 0.508, -6.029)
H (-5.017, -0.530, -4.869)
H (-3.998, -1.361, -6.056)
H (-4.818, 0.138, -6.502)
C (-0.669, -10.062, -1.279)
C (-0.903, -9.582, -2.703)
C (-0.577, -8.100, -2.905)
C (-1.427, -7.122, -2.085)
C (-2.938, -7.224, -2.303)
C (-3.363, -6.909, -3.728)
H (-1.320, -9.547, -0.567)
H (-0.879, -11.134, -1.204)
H (0.371, -9.899, -0.978)
H (-1.937, -9.792, -2.997)
H (-0.267, -10.171, -3.376)
H (-0.674, -7.862, -3.970)
H (0.479, -7.932, -2.656)
H (-1.101, -6.101, -2.322)
H (-1.216, -7.263, -1.018)
H (-3.433, -6.515, -1.628)
H (-3.300, -8.218, -2.022)
H (-3.046, -5.902, -4.017)
H (-4.454, -6.957, -3.814)
H (-2.944, -7.623, -4.442)
C (6.796, 9.205, 2.752)
C (5.416, 8.799, 3.244)
C (5.455, 7.777, 4.383)
C (6.090, 6.426, 4.033)
C (5.445, 5.682, 2.861)
C (3.994, 5.305, 3.113)
H (7.340, 8.356, 2.328)
H (6.707, 9.965, 1.968)
H (7.392, 9.628, 3.566)
H (4.823, 8.418, 2.405)
H (4.897, 9.697, 3.602)
H (4.433, 7.616, 4.744)
H (6.007, 8.209, 5.227)
H (6.052, 5.787, 4.924)
H (7.155, 6.571, 3.813)
H (6.016, 4.764, 2.678)
H (5.517, 6.275, 1.944)
H (3.903, 4.677, 4.005)
H (3.599, 4.740, 2.261)
H (3.363, 6.188, 3.245)

Calculated values
E_LUMO, eV: 2.2
Frontier orbital gap, eV: 6.9972
Net charge: -1

***

[4]
Computed, not measured: a cluster of 8 separate species, C27H68N8O8 in total at a distorted geometry, with wB97M-V/def2-TZVPD.

Positions of all 111 atoms, in Å:
C (-3.902, -1.716, 0.588)
C (-5.283, -1.077, 0.673)
C (-6.259, -2.193, 0.329)
C (-7.711, -1.710, 0.530)
C (-7.881, -1.474, 2.052)
C (-6.921, -0.400, 2.614)
N (-5.562, -0.695, 2.059)
O (-4.591, 0.138, 2.587)
C (-7.378, 1.095, 2.341)
C (-6.801, -0.432, 4.075)
C (-5.424, -0.003, -0.409)
H (-3.877, -2.286, -0.340)
H (-3.769, -2.234, 1.538)
H (-3.101, -0.975, 0.591)
H (-6.098, -2.483, -0.710)
H (-6.111, -3.131, 0.864)
H (-8.411, -2.533, 0.379)
H (-7.967, -0.821, -0.045)
H (-7.998, -2.389, 2.632)
H (-8.828, -0.967, 2.243)
H (-6.571, 1.810, 2.180)
H (-7.916, 1.157, 1.394)
H (-7.964, 1.392, 3.210)
H (-7.712, -0.778, 4.566)
H (-6.041, -1.169, 4.334)
H (-6.541, 0.511, 4.556)
H (-4.514, 0.597, -0.449)
H (-6.204, 0.734, -0.217)
H (-5.570, -0.467, -1.384)
H (-3.907, -0.451, 2.915)
C (7.452, 3.555, -2.510)
C (6.670, 4.267, -1.389)
C (5.150, 4.396, -1.697)
C (4.406, 3.126, -1.387)
C (4.515, 2.765, 0.104)
C (6.078, 2.590, 0.445)
N (6.936, 3.601, -0.058)
O (8.306, 3.397, 0.275)
C (6.033, 2.344, 1.977)
C (6.515, 1.143, -0.226)
C (7.062, 5.742, -1.304)
H (7.752, 4.245, -3.300)
H (6.966, 2.735, -3.039)
H (8.421, 3.242, -2.120)
H (4.605, 5.254, -1.304)
H (5.029, 4.389, -2.781)
H (4.644, 2.224, -1.952)
H (3.360, 3.317, -1.632)
H (3.992, 1.851, 0.385)
H (4.163, 3.656, 0.624)
H (6.985, 1.851, 2.178)
H (5.860, 3.282, 2.502)
H (5.367, 1.523, 2.242)
H (6.004, 0.342, 0.311)
H (6.431, 1.055, -1.309)
H (7.566, 0.974, 0.010)
H (6.469, 6.178, -0.501)
H (6.900, 6.218, -2.271)
H (8.111, 5.835, -1.019)
H (8.446, 3.988, 1.019)
C (0.479, -0.523, 0.530)
O (-0.599, -0.655, 1.043)
N (1.019, 0.644, 0.144)
N (1.252, -1.498, 0.138)
H (1.956, 0.746, -0.216)
H (0.407, 1.438, 0.017)
H (2.248, -1.396, 0.003)
H (0.905, -2.446, 0.148)
C (0.035, -3.939, 2.120)
O (-0.482, -4.225, 1.074)
N (-0.256, -2.814, 2.755)
N (0.735, -4.742, 2.901)
H (-0.564, -2.087, 2.121)
H (0.349, -2.528, 3.510)
H (1.051, -4.278, 3.739)
H (1.036, -5.663, 2.621)
C (-1.039, -5.955, -1.723)
O (-1.219, -6.809, -2.568)
N (0.105, -5.684, -1.194)
N (-2.006, -5.233, -1.223)
H (0.056, -5.151, -0.335)
H (0.889, -6.283, -1.409)
H (-1.769, -4.611, -0.464)
H (-2.955, -5.231, -1.563)
C (-3.555, 3.851, 0.376)
C (-2.374, 3.041, 0.954)
O (-2.077, 1.881, 0.137)
H (-3.727, 4.657, 1.089)
H (-4.452, 3.233, 0.369)
H (-3.279, 4.212, -0.615)
H (-2.420, 2.854, 2.027)
H (-1.479, 3.663, 0.913)
H (-2.519, 1.101, 0.483)
C (3.129, -0.755, -3.091)
C (3.649, -1.654, -1.944)
O (3.810, -0.796, -0.802)
H (3.016, -1.156, -4.099)
H (3.892, -0.003, -3.299)
H (2.219, -0.229, -2.803)
H (4.614, -1.993, -2.324)
H (3.022, -2.545, -1.910)
H (4.662, -0.354, -0.828)
C (-1.539, -1.639, -2.338)
C (-0.251, -1.524, -3.193)
O (0.489, -2.708, -2.932)
H (-1.303, -1.971, -1.327)
H (-2.318, -2.249, -2.797)
H (-1.941, -0.645, -2.142)
H (0.318, -0.627, -2.947)
H (-0.485, -1.403, -4.251)
H (-0.115, -3.450, -2.842)

Calculated values
E_LUMO, eV: 0.3
Frontier orbital gap, eV: 8.2592
Structure (SMILES): CC1(C)CCCC(C)(C)N1O.CC1(C)CCCC(C)(C)N1O.NC(N)=O.NC(N)=O.NC(N)=O.CCO.CCO.CCO

***

Question: What is the frontier orbital gap in the first record?
Answer: 8.5860 eV